[1]
A 2-piece molecular cluster, C2H2FOS overall at a distorted geometry. Source: OMol25; level of theory: ωB97M-V/def2-TZVPD.

CARTESIAN COORDINATES (ANGSTROEM)
1 C 2.033 0.371 -0.874
2 C -1.396 -0.522 0.910
3 O 2.241 0.204 -2.004
4 F -2.704 -0.443 0.302
5 S 1.611 0.795 0.553
6 H -0.713 -0.983 0.108
7 H -1.073 0.578 1.005

The charge is -1. Its multiplicity is 1. The highest occupied orbital energy is -1.08 eV.


[2]
C16H32O2P2W as an isolated structure at a distorted geometry. Source: OMol25; level of theory: ωB97M-V/def2-TZVPD.

CARTESIAN COORDINATES (ANGSTROEM)
1 P 0.095 -2.264 -2.099
2 P 0.383 1.493 -1.298
3 C -0.450 -0.761 -2.869
4 C 0.511 0.454 -2.821
5 H -1.459 -0.559 -2.455
6 H -0.596 -0.987 -3.931
7 H 1.571 0.196 -2.892
8 H 0.292 1.098 -3.685
9 C -1.197 2.332 -1.854
10 H -1.529 3.088 -1.145
11 H -2.015 1.639 -2.035
12 H -1.009 2.846 -2.794
13 C 1.401 2.985 -1.582
14 H 0.984 3.584 -2.408
15 H 2.418 2.667 -1.849
16 H 1.404 3.600 -0.674
17 C -0.976 -3.612 -2.438
18 H -0.885 -4.323 -1.618
19 H -0.694 -4.110 -3.365
20 H -2.007 -3.231 -2.470
21 C 1.638 -2.718 -2.884
22 H 2.391 -1.931 -2.836
23 H 1.421 -2.950 -3.933
24 H 2.044 -3.634 -2.441
25 W 0.941 -0.045 1.033
26 C -0.192 2.316 2.420
27 C -1.299 1.448 2.348
28 C -1.416 0.716 1.026
29 C -1.690 -0.810 0.788
30 C -0.567 -1.834 0.786
31 C 0.335 -2.334 -0.328
32 C 1.655 -1.441 -0.215
33 C 1.142 1.886 1.832
34 C 0.685 -0.865 2.931
35 H -0.147 3.298 2.877
36 H -2.085 1.339 3.074
37 H -0.463 1.044 0.461
38 H -2.071 1.323 0.338
39 H -2.367 -1.111 1.623
40 H -2.301 -0.847 -0.140
41 H -0.545 -2.506 1.655
42 H 0.597 -3.381 -0.079
43 H 2.012 -0.980 -1.176
44 H 2.433 -2.014 0.284
45 H 1.773 1.606 2.700
46 H 1.701 2.465 1.045
47 H 1.371 -0.392 3.641
48 H 0.857 -1.936 3.007
49 H -0.300 -0.701 3.378
50 O -1.997 1.696 5.350
51 C -0.941 2.203 5.747
52 O 0.227 2.177 5.308
53 H -1.085 2.776 6.662

The charge is +2. Its multiplicity is 3. Its expectation value of S² is 2.196. The highest occupied orbital energy (spin up / spin down) is -14.47 / -14.52 eV.


[3]
C40H32MnN6O8S as an isolated structure. Source: OMol25; level of theory: ωB97M-V/def2-TZVPD.

CARTESIAN COORDINATES (ANGSTROEM)
1 Mn -1.190 -0.478 0.933
2 O -0.581 -1.345 8.086
3 C -1.141 -0.372 7.544
4 O -1.712 0.613 8.051
5 C -1.193 -0.428 5.995
6 C -0.590 -1.460 5.294
7 C -0.677 -1.494 3.909
8 N -1.327 -0.554 3.224
9 C -1.911 0.443 3.886
10 C -1.867 0.541 5.269
11 C -2.649 1.423 3.040
12 C -2.994 2.692 3.500
13 C -3.676 3.541 2.647
14 C -3.997 3.109 1.369
15 C -3.605 1.834 0.995
16 N -2.952 1.017 1.810
17 C -0.102 -2.600 3.091
18 C 0.615 -3.652 3.656
19 C 1.102 -4.645 2.826
20 C 0.853 -4.575 1.463
21 C 0.130 -3.494 0.988
22 N -0.327 -2.535 1.782
23 H -0.082 -2.217 5.874
24 H -2.355 1.331 5.822
25 H -2.710 3.012 4.492
26 H -3.942 4.539 2.975
27 H -4.520 3.746 0.669
28 H -3.793 1.450 -0.002
29 H 0.798 -3.687 4.720
30 H 1.673 -5.466 3.242
31 H 1.216 -5.331 0.779
32 H -0.079 -3.369 -0.068
33 O -2.795 -1.829 0.341
34 C -3.149 -2.274 -0.802
35 C -3.908 -3.483 -0.896
36 C -4.320 -4.006 -2.097
37 C -4.021 -3.366 -3.307
38 C -3.299 -2.190 -3.250
39 C -2.854 -1.630 -2.047
40 C -2.130 -0.374 -2.134
41 N -1.581 0.239 -1.159
42 N -0.965 1.440 -1.493
43 C -0.396 1.971 -0.432
44 O -0.389 1.539 0.754
45 C 0.376 3.236 -0.694
46 C 1.372 3.598 0.206
47 C 2.142 4.733 -0.017
48 C 1.912 5.525 -1.134
49 C 0.903 5.178 -2.026
50 C 0.143 4.039 -1.808
51 H -4.141 -3.976 0.041
52 H -4.889 -4.932 -2.105
53 H -4.345 -3.778 -4.254
54 H -3.056 -1.665 -4.170
55 H -2.058 0.077 -3.128
56 H 1.528 2.964 1.071
57 H 2.924 5.000 0.683
58 H 2.510 6.412 -1.307
59 H 0.711 5.798 -2.895
60 H -0.643 3.751 -2.493
61 C 0.308 1.823 -4.844
62 C 1.505 1.054 -4.369
63 C 1.734 -0.250 -4.786
64 C 2.829 -0.970 -4.327
65 C 3.714 -0.368 -3.452
66 C 3.500 0.936 -3.018
67 C 2.399 1.636 -3.468
68 S 5.102 -1.270 -2.829
69 O 6.305 -0.522 -3.091
70 O 4.976 -2.615 -3.316
71 N 4.925 -1.270 -1.215
72 C 3.618 -1.609 -0.611
73 C 3.258 -0.609 0.471
74 C 1.765 -0.629 0.856
75 O 1.492 -0.419 2.048
76 O 0.951 -0.850 -0.084
77 H -0.256 1.255 -5.585
78 H 0.606 2.774 -5.292
79 H -0.348 2.037 -3.998
80 H 1.030 -0.722 -5.462
81 H 2.993 -1.995 -4.627
82 H 4.185 1.397 -2.316
83 H 2.213 2.638 -3.100
84 H 5.380 -0.463 -0.810
85 H 3.678 -2.620 -0.203
86 H 2.829 -1.597 -1.365
87 H 3.467 0.404 0.106
88 H 3.848 -0.763 1.376

The charge is -2. Its multiplicity is 6. Its expectation value of S² is 8.753. The highest occupied orbital energy (spin up / spin down) is -2.34 / -2.45 eV.


[4]
C33H26N4OS2Se2Te2Ti as an isolated structure at a distorted geometry. Source: OMol25; level of theory: ωB97M-V/def2-TZVPD.

CARTESIAN COORDINATES (ANGSTROEM)
1 Ti -1.153 -1.392 0.052
2 C 1.042 -0.469 -4.075
3 C 0.074 -1.002 -3.203
4 N 0.377 -1.210 -1.935
5 C 1.605 -1.078 -1.434
6 C 2.663 -0.769 -2.388
7 C 2.388 -0.374 -3.683
8 C 3.981 -0.882 -1.868
9 C 4.217 -1.496 -0.684
10 C 3.148 -2.052 0.115
11 C 1.857 -1.668 -0.166
12 N 0.694 -1.992 0.669
13 C 0.624 -2.948 1.608
14 C 1.539 -3.106 2.699
15 C 1.508 -4.285 3.448
16 C 0.451 -5.173 3.332
17 C -0.531 -5.109 2.303
18 C -1.578 -6.031 2.030
19 C -2.602 -5.560 1.199
20 C -2.478 -4.378 0.515
21 N -1.404 -3.605 0.580
22 C -0.410 -3.962 1.434
23 H 0.722 -0.138 -5.070
24 H -0.971 -1.123 -3.469
25 H 3.128 -0.234 -4.468
26 H 4.834 -0.429 -2.436
27 H 5.264 -1.708 -0.435
28 H 3.445 -2.708 0.921
29 H 2.280 -2.317 2.872
30 H 2.174 -4.534 4.276
31 H 0.367 -5.974 3.998
32 H -1.601 -7.060 2.457
33 H -3.514 -6.179 1.177
34 H -3.363 -3.959 0.013
35 Se 1.624 -4.727 -1.487
36 Te -0.036 -5.655 -2.908
37 Te -2.201 -3.576 -2.895
38 Se -2.987 -1.531 -1.648
39 S -4.068 -0.856 3.786
40 C -3.107 -1.160 2.577
41 N -2.334 -1.312 1.638
42 O -1.023 0.456 -0.371
43 S -0.936 1.680 0.703
44 C 0.457 2.619 0.031
45 C 0.845 3.459 1.204
46 C 1.243 2.836 2.401
47 C 1.709 3.614 3.489
48 C 1.945 5.021 3.252
49 C 1.509 5.599 2.072
50 C 0.891 4.831 1.044
51 C -2.410 2.691 0.212
52 C -2.314 3.571 -0.978
53 C -2.351 2.862 -2.192
54 C -2.218 3.599 -3.415
55 C -1.902 4.942 -3.409
56 C -1.906 5.680 -2.181
57 C -2.109 4.989 -1.023
58 H 0.164 3.137 -0.887
59 H 1.131 1.881 -0.343
60 H 1.207 1.722 2.568
61 H 1.980 3.154 4.398
62 H 2.387 5.702 4.015
63 H 1.609 6.709 1.948
64 H 0.483 5.314 0.123
65 H -2.533 3.102 1.219
66 H -3.167 1.904 0.130
67 H -2.354 1.703 -2.334
68 H -2.539 3.084 -4.294
69 H -1.642 5.465 -4.377
70 H -1.601 6.705 -2.238
71 H -2.225 5.688 -0.216

The charge is -2. Its multiplicity is 3. Its expectation value of S² is 2.029. The highest occupied orbital energy (spin up / spin down) is 0.80 / 0.75 eV.


[5]
BrTi2 as an isolated structure. Source: OMol25; level of theory: ωB97M-V/def2-TZVPD.

CARTESIAN COORDINATES (ANGSTROEM)
1 Ti 0.412 0.932 0.976
2 Ti -1.193 -1.319 0.887
3 Br 0.780 0.387 -1.863

The charge is +2. Its multiplicity is 8. Its expectation value of S² is 15.754. The highest occupied orbital energy (spin up / spin down) is -16.77 / -20.14 eV.


[6]
C14H25ClO3P2Tc as an isolated structure at a distorted geometry. Source: OMol25; level of theory: ωB97M-V/def2-TZVPD.

CARTESIAN COORDINATES (ANGSTROEM)
1 Tc 0.407 -0.448 -0.890
2 H -3.353 -1.378 -0.493
3 H -3.266 -0.940 -1.130
4 P 0.023 -2.576 -1.477
5 P 0.065 1.553 -1.860
6 C 1.583 2.425 -1.237
7 H 1.625 3.476 -1.528
8 H 1.590 2.362 -0.141
9 H 2.440 1.871 -1.638
10 C 0.037 1.705 -3.708
11 H -0.810 1.114 -4.102
12 H -0.013 2.739 -4.106
13 H 0.944 1.222 -4.103
14 C -1.393 2.570 -1.311
15 H -1.488 2.537 -0.218
16 H -1.341 3.635 -1.583
17 H -2.302 2.125 -1.746
18 C 0.242 -2.851 -3.252
19 H 0.146 -3.923 -3.428
20 H -0.536 -2.289 -3.787
21 H 1.223 -2.467 -3.543
22 C 1.300 -3.564 -0.674
23 H 1.279 -3.393 0.411
24 H 1.052 -4.613 -0.871
25 H 2.292 -3.289 -1.059
26 C -1.462 -3.582 -1.179
27 H -2.281 -3.235 -1.818
28 H -1.162 -4.609 -1.410
29 H -1.807 -3.535 -0.142
30 C 2.284 -0.558 -0.745
31 O 3.429 -0.481 -0.591
32 H -0.073 -0.912 -2.515
33 Cl -0.008 3.599 6.912
34 C -0.044 2.549 5.521
35 C -0.170 1.156 5.716
36 C -0.188 0.360 4.571
37 C -0.118 0.845 3.257
38 C 0.001 2.201 3.068
39 C 0.059 3.033 4.196
40 C 0.024 -0.157 2.084
41 O 0.081 -1.358 2.302
42 O 0.114 0.452 0.885
43 H -0.277 0.700 6.707
44 H -0.297 -0.699 4.643
45 H -0.008 2.548 2.032
46 H 0.158 4.076 3.977

The charge is +2. Its multiplicity is 4. Its expectation value of S² is 3.781. The highest occupied orbital energy (spin up / spin down) is -13.87 / -15.38 eV.